Entry a
Computed, not measured: the ion C5H11N2 with charge +1, with ωB97M-V/def2-TZVPD.

XYZ file:
```
18
Properties=species:S:1:pos:R:3
N 1.4282 1.5154 -0.1216
N -0.6862 0.1978 0.0551
C 2.1011 0.4247 0.0055
C -1.1946 -0.0035 -1.3444
C 0.1262 -0.8314 0.6222
C 1.5433 -0.9428 0.0645
C -1.3891 1.0963 0.8404
H 0.3119 -0.7165 1.7791
H -0.8299 1.4788 1.6973
H 1.4852 -1.5353 -0.8928
H -0.6696 -0.9905 -1.7209
H -2.2952 0.0141 -1.4084
H -1.5822 1.9792 0.2095
H 2.0825 -1.5777 0.7862
H -1.0253 0.8197 -2.0546
H 3.2099 0.3911 -0.1011
H -2.2982 0.5681 1.3344
H -0.3179 -1.8876 0.2494
```

Charge: +1
Molar mass: 99.2 g/mol

Atomic partial charges in e from the Mulliken method, atoms 1 to 5:
1 N -0.376
2 N 0.198
3 C 0.140
4 C -0.784
5 C -0.683


Entry b
Computed, not measured: the ion C5H11N2 with charge +1, with ωB97M-V/def2-TZVPD.

XYZ file:
```
18
Properties=species:S:1:pos:R:3
N 0.7324 0.2011 -0.0329
N -1.6223 1.5172 -0.3936
C -1.3818 -1.0050 0.0197
C -2.0241 0.4563 -0.0661
C 1.2518 1.2249 -0.8728
C 1.1068 -0.0208 1.3127
C 0.0703 -0.8890 -0.6434
H 0.4965 1.3750 -1.6228
H -3.0977 0.1988 0.3432
H 2.2750 0.9831 -1.2474
H 1.3138 2.1489 -0.2343
H -1.3013 -1.5176 1.0307
H 0.4183 0.4186 1.9867
H 1.1499 -1.0550 1.4582
H 0.6633 -1.8542 -0.2575
H 1.9966 0.4745 1.5352
H -0.0162 -0.9652 -1.7949
H -2.0311 -1.6915 -0.5210
```

Charge: +1
Molar mass: 99.2 g/mol

Atomic partial charges in e from the Mulliken method, atoms 1 to 5:
1 N 0.157
2 N -0.385
3 C -0.530
4 C 0.160
5 C -0.904


Entry c
Computed, not measured: the ion C5H11N2 with charge +1, with ωB97M-V/def2-TZVPD.

XYZ file:
```
18
Properties=species:S:1:pos:R:3
N 1.2982 0.7872 -0.3680
N -1.2961 -1.5638 -0.3555
C -0.0014 0.4841 -1.1669
C -1.2534 -0.0887 -0.3790
C 1.9606 -0.3972 0.1632
C -1.2664 0.5525 0.9900
C 1.0475 -1.3983 0.3037
H -0.5048 0.1097 1.5494
H -2.2435 0.2443 1.5671
H 1.1242 -2.3914 0.6998
H 1.0727 1.3881 0.4814
H -2.1880 0.1201 -0.9836
H -1.1198 1.6469 0.8920
H -0.3486 1.4704 -1.7360
H 2.8723 -0.5011 0.6883
H 0.4789 -0.1643 -2.0257
H 1.8458 1.4485 -0.9042
H -1.4781 -1.7471 0.5840
```

Charge: +1
Molar mass: 99.2 g/mol

Atomic partial charges in e from the Mulliken method, atoms 1 to 5:
1 N -0.145
2 N -0.507
3 C -0.782
4 C 0.305
5 C -0.359


Energies in eV, measured from the most stable structure: entry a 0.000; entry b 0.210; entry c 1.888.


Entry a
Computed, not measured: the ion C5H11N2 with charge +1, with ωB97M-V/def2-TZVPD.

XYZ file:
```
18
Properties=species:S:1:pos:R:3
N -1.8166 -0.9344 -0.4692
N -1.7229 1.2057 0.4866
C 1.2973 0.6903 -0.9899
C -1.1933 0.1096 -0.0125
C 0.7575 -1.5467 0.3202
C 0.6632 -0.0959 0.0399
C 1.3255 1.0946 0.5036
H -0.1113 -1.8390 0.9874
H -1.3038 -1.5991 -1.0389
H 0.6535 -1.9507 -0.6720
H -2.7264 -1.1893 -0.2794
H -2.6612 1.3336 0.7648
H 2.1657 0.1669 -1.3198
H 0.9979 1.4152 -1.8333
H 2.2796 1.0496 1.0316
H 0.8088 1.8646 0.9712
H 1.6638 -1.8114 0.8760
H -1.0772 2.0365 0.6334
```

Structure (SMILES): CC1(C(N)=[NH2+])CC1
Charge: +1
Molar mass: 99.2 g/mol

Atomic partial charges in e from the Mulliken method, atoms 1 to 5:
1 N -0.310
2 N -0.314
3 C -0.461
4 C 0.522
5 C -1.712


Entry b
Computed, not measured: a cluster of 2 separate species, C5H11N2 in total, with ωB97M-V/def2-TZVPD.

XYZ file:
```
18
Properties=species:S:1:pos:R:3
N -0.4990 1.4088 -0.4857
N -1.4542 -0.6799 1.8234
C 0.1481 0.8914 0.4939
C -0.2151 0.9903 -1.8331
C 1.1231 -0.0872 -0.0311
C 1.9011 -0.8071 0.8296
C 1.1325 0.0299 -1.5440
H -0.0232 1.7836 -2.4423
H 2.6494 -1.4779 0.5408
H -1.2979 2.1949 -0.4692
H -1.6381 -0.2060 2.6509
H -0.0353 1.0660 1.5682
H 1.9684 0.7360 -1.8494
H -0.9969 0.3396 -2.1050
H 1.1363 -0.9802 -1.9986
H -2.3977 -1.0813 1.5127
H 1.7246 -0.8411 1.8392
H -0.7124 -1.3523 1.9533
```

Charge: +1
Molar mass: 99.2 g/mol

Atomic partial charges in e from the Mulliken method, atoms 1 to 5:
1 N -0.130
2 N -0.691
3 C -0.324
4 C -0.655
5 C 0.797


Energies in eV, measured from the most stable structure: entry a 0.552; entry b 0.000.


Entry a
Computed, not measured: an isolated molecule of C4H3NOS, with ωB97M-V/def2-TZVPD.

XYZ file:
```
10
Properties=species:S:1:pos:R:3
S -0.3241 1.3042 -0.0328
O -0.4820 -0.7509 -1.6698
N 0.1162 -1.1940 -0.5362
C 1.1763 -0.9311 2.7123
C 0.2562 -0.2977 0.3646
C 0.8115 -0.6374 1.6046
C -0.7649 0.6790 -1.6467
H 1.3952 -1.3042 3.6995
H -1.8614 0.7649 -1.8388
H -0.1799 1.1608 -2.4327
```

Structure (SMILES): C#CC1=NOCS1
Molar mass: 113.1 g/mol

Atomic partial charges in e from the Mulliken method, atoms 1 to 5:
1 S -0.134
2 O -0.194
3 N -0.285
4 C 0.222
5 C 0.145


Entry b
Computed, not measured: an isolated molecule of C4H3NOS, with ωB97M-V/def2-TZVPD.

XYZ file:
```
10
Properties=species:S:1:pos:R:3
S 1.5712 0.1709 -0.2581
O -1.0174 3.2965 -1.4535
N -1.1499 0.5018 0.0058
C -0.8161 -0.6950 0.5162
C 0.5225 -0.9917 0.3931
C -0.1971 2.4134 -1.3727
C -0.3069 1.1904 -0.5917
H 0.7034 2.5812 -1.9246
H 0.8006 -2.0169 0.7482
H -1.6000 -1.2629 0.8383
```

Structure (SMILES): O=Cc1nccs1
Molar mass: 113.1 g/mol

Atomic partial charges in e from the Mulliken method, atoms 1 to 5:
1 S -0.204
2 O -0.426
3 N -0.438
4 C -0.377
5 C -0.162


Energies in eV, measured from the most stable structure: entry a 1.998; entry b 0.000.


Entry a
Computed, not measured: a cluster of 2 separate species, C4H11NOS in total, with ωB97M-V/def2-TZVPD.

XYZ file:
```
18
Properties=species:S:1:pos:R:3
S -0.1791 -0.9383 -0.1232
O 1.0379 -1.0799 0.6814
N 0.0935 -2.0887 -1.5161
C -1.8559 0.4996 2.3561
C -0.6218 0.7970 2.2823
C 0.0619 0.4861 -1.2386
C 1.5771 0.7697 -1.3493
H -0.3888 1.8929 2.2502
H 0.2518 0.0959 2.1578
H -0.7497 -2.4212 -2.1202
H -2.6814 1.2169 2.3066
H -0.4830 1.3062 -0.9172
H 0.4632 -2.9108 -0.9587
H 1.9233 1.5858 -0.6631
H -0.3040 0.2219 -2.1611
H 1.7206 1.2063 -2.2522
H 2.1773 -0.0957 -1.2608
H -2.0430 -0.5438 2.5261
```

Molar mass: 121.2 g/mol

Atomic partial charges in e from the Mulliken method, atoms 1 to 5:
1 S 0.465
2 O -0.611
3 N -0.613
4 C -0.352
5 C -0.712


Entry b
Computed, not measured: an isolated molecule of C4H11NOS, with ωB97M-V/def2-TZVPD.

XYZ file:
```
18
Properties=species:S:1:pos:R:3
S -0.4486 1.2777 2.6625
O -0.8344 -2.5203 -0.4777
N -0.2430 -0.3185 -1.1209
C 0.7378 1.8700 -0.4960
C -0.1215 0.0897 1.2750
C -0.2787 0.7389 -0.1150
C 0.2081 -1.6486 -0.9403
H 0.8152 2.4000 0.4470
H 0.8394 -0.3742 1.5173
H -0.4764 -3.3923 -0.5763
H 1.0500 -1.7435 -0.2318
H 0.2214 0.0640 -1.9276
H -1.2867 1.1825 -0.1967
H -1.7591 1.0854 2.8726
H 0.1222 2.5293 -1.1265
H 0.6934 -2.0411 -1.8436
H -0.8276 -0.7455 1.3613
H 1.5887 1.5466 -1.0835
```

Structure (SMILES): C[C@H](CS)NCO
Molar mass: 121.2 g/mol

Atomic partial charges in e from the Mulliken method, atoms 1 to 5:
1 S -0.229
2 O -0.508
3 N -0.317
4 C -1.215
5 C -0.981


Entry c
Computed, not measured: an isolated molecule of C4H11NOS, with ωB97M-V/def2-TZVPD.

XYZ file:
```
18
Properties=species:S:1:pos:R:3
S 1.5087 0.4879 -0.5935
O 1.2317 2.3674 -0.3206
N 2.3612 -0.1486 0.5699
C -0.0936 -0.0026 -0.0353
C -0.3107 0.5601 1.4303
C -1.0947 0.5314 -1.0877
C -0.1481 -1.5566 0.1175
H -1.0121 -1.9682 0.6944
H -0.4882 1.5831 1.4816
H -0.9514 1.5036 -1.3281
H -1.1814 0.0990 1.7572
H 3.3306 0.0763 0.4204
H 0.3496 0.1482 2.1903
H 1.9397 2.7471 -0.7876
H 0.1552 -2.0891 -0.7649
H -1.1004 -0.1034 -2.0440
H 0.6898 -1.9046 0.6932
H -2.1205 0.2972 -0.6185
```

Molar mass: 121.2 g/mol

Atomic partial charges in e from the Mulliken method, atoms 1 to 5:
1 S 0.318
2 O -0.602
3 N -0.598
4 C 1.274
5 C -1.707


Energies in eV, measured from the most stable structure: entry a 1.759; entry b 0.000; entry c 1.399.


Entry a
Computed, not measured: a cluster of 8 separate species, C5H28N2O8 in total, with ωB97M-V/def2-TZVPD.

XYZ file:
```
43
Properties=species:S:1:pos:R:3
O 0.0445 -3.6398 1.1304
O -2.5179 -1.1741 1.9153
O 1.4737 -1.6717 2.4482
O 2.9972 -1.5263 -0.5740
O -2.6846 0.7214 -0.6056
O 2.1957 4.0993 0.0251
O 1.4126 1.4086 -3.2464
O -1.9252 -2.7067 -0.9455
N 0.0645 0.0000 0.3613
N -0.4242 2.7024 2.0487
C 0.4650 1.4795 2.0524
C -1.8610 1.0261 -1.7464
C -1.0300 -0.2409 -1.9341
C 0.8667 1.2200 0.6166
C 0.1331 -0.5768 -1.0340
H -0.8149 2.7529 2.9875
H 0.9495 -0.9643 2.1772
H 0.3705 -4.2912 0.5113
H 3.0830 -0.9225 0.1538
H 1.1233 -0.3443 -1.3482
H -1.2541 1.9334 -1.5262
H 3.9348 -1.6077 -0.8459
H 0.6986 -2.9360 1.3071
H -1.7155 -1.0513 -2.1823
H -1.2245 2.3618 1.4579
H -3.4097 -0.7347 1.7658
H 1.5190 1.6458 2.5907
H -0.0470 -1.6879 -0.7919
H -2.9020 -0.2562 -0.7661
H 2.1619 1.8021 -3.6851
H -0.8736 0.1743 0.6442
H -0.5656 -0.0493 -2.9935
H -1.8821 -3.0544 -0.0248
H 0.9125 -2.3235 2.8701
H 1.0640 0.5448 -3.4069
H 0.1757 0.6192 2.6407
H -2.3796 1.3933 -2.6271
H 1.9351 0.9735 0.3821
H 1.2470 3.9542 0.1263
H 2.2355 4.0980 -0.9412
H -1.4976 -3.3602 -1.4955
H 0.6437 2.1414 0.0742
H -2.6981 -1.9322 2.4342
```

Structure (SMILES): NCCNCCCO.O.O.O.O.O.O.O
Molar mass: 244.3 g/mol

Atomic partial charges in e from the Mulliken method, atoms 1 to 5:
1 O -0.641
2 O -0.543
3 O -0.791
4 O -0.586
5 O -0.588


Entry b
Computed, not measured: a cluster of 8 separate species, C5H28N2O8 in total, with ωB97M-V/def2-TZVPD.

XYZ file:
```
43
Properties=species:S:1:pos:R:3
O -3.3424 0.5130 -0.3225
O -0.5328 0.5521 2.3477
O 3.2489 1.3458 0.9902
O -3.9696 0.2067 2.3561
O 0.8920 2.2763 0.1152
O 3.4517 0.5635 -1.6531
O 1.7393 1.5304 3.2533
O -1.0376 1.3814 -1.6182
N -0.6624 -0.7043 -2.7376
N 0.1572 -1.7424 0.7943
C -0.3251 0.7059 -2.6441
C 1.3845 -1.9604 1.5531
C 0.4604 -1.5925 -0.6376
C -0.7649 -1.4846 -1.5302
C -1.2073 -2.9151 -1.9246
H 1.7948 -2.9676 1.4424
H -3.6616 0.6930 0.5815
H 0.3427 2.2736 0.9214
H 1.1659 -2.3027 -1.0750
H 1.1215 -1.8843 2.6105
H -3.2092 0.8088 2.5041
H -4.1725 0.3193 -0.7541
H 2.3812 1.2329 2.6076
H 4.3322 0.3169 -1.9688
H -0.5011 -2.5154 0.8984
H 2.1203 -1.1979 1.3248
H -0.4680 -3.2974 -2.6164
H -0.5954 1.1520 -3.5970
H 0.2422 2.0386 -0.6106
H 1.8697 2.5066 3.3041
H 3.4188 0.6657 -0.6802
H 3.5346 2.1915 0.6623
H 0.7184 0.9094 -2.4399
H -0.1224 -0.1249 1.7726
H 0.9541 -0.6149 -0.6458
H -1.2847 -3.5752 -1.0477
H -1.8246 0.9474 -1.2365
H -2.1869 -2.8460 -2.3597
H 0.0297 0.6535 3.1209
H -0.1300 -1.1121 -3.4915
H -3.5570 -0.6899 2.4292
H -1.6370 -1.1224 -1.0068
H 2.2694 1.3356 0.6905
```

Structure (SMILES): CNC[C@H](C)NCO.O.O.O.O.O.O.O
Molar mass: 244.3 g/mol

Atomic partial charges in e from the Mulliken method, atoms 1 to 5:
1 O -0.580
2 O -0.640
3 O -0.825
4 O -0.721
5 O -0.718


Entry c
Computed, not measured: a cluster of 8 separate species, C5H28N2O8 in total, with ωB97M-V/def2-TZVPD.

XYZ file:
```
43
Properties=species:S:1:pos:R:3
O 3.0379 1.6788 2.4762
O 2.6410 1.1858 -1.3119
O -2.1807 -1.3662 2.5344
O 0.2790 1.4725 2.6650
O -0.0223 -3.2738 0.9305
O 1.7696 2.8164 0.7336
O 1.4917 -0.7344 -3.1130
O -3.4338 -1.1782 -1.1730
N -0.4987 -0.7539 -0.3405
N -2.5009 2.1700 -1.1555
C -0.5246 0.6562 -0.8090
C -0.5981 -1.7722 -1.3625
C -1.7534 1.3926 -0.1948
C 0.9206 -2.2314 1.2170
C 0.7270 -0.8787 0.4629
H 0.3271 -2.2335 -1.7262
H 3.0732 0.7445 2.7145
H 0.4276 1.6438 1.7287
H -0.5911 0.7314 -1.8980
H -1.0514 -1.4924 -2.3233
H -2.4427 0.6172 0.0809
H 2.4008 2.5075 1.3899
H -1.6975 -1.7149 1.7717
H -3.9796 -0.4031 -1.3433
H 1.9578 2.3314 -0.0883
H 0.3339 1.1913 -0.4238
H -1.4213 1.8937 0.7177
H 0.7474 -0.1668 1.2799
H 1.8533 -2.7363 0.9728
H -3.2988 2.7037 -0.8647
H 3.5547 1.1293 -1.6178
H -2.5391 -0.8511 -1.3133
H -0.3773 0.7754 2.5700
H 1.8613 -0.1785 -3.8105
H -0.5391 -3.5258 1.7000
H -2.0084 2.6028 -1.9241
H -2.5496 -0.5596 2.1477
H -1.2026 -2.6132 -1.0766
H 2.2019 0.6292 -1.9598
H 1.6586 -0.7839 -0.0933
H 0.9139 -2.0370 2.2916
H 0.8069 -1.3249 -3.4115
H 2.2260 1.9363 2.9497
```

Structure (SMILES): CN(CCN)CCO.O.O.O.O.O.O.O
Molar mass: 244.3 g/mol

Atomic partial charges in e from the Mulliken method, atoms 1 to 5:
1 O -0.677
2 O -0.581
3 O -0.697
4 O -0.725
5 O -0.550


Energies in eV, measured from the most stable structure: entry a 2.905; entry b 0.000; entry c 2.211.


Entry a
Computed, not measured: a structure of composition C2H3I3O2, with ωB97M-V/def2-TZVPD.

XYZ file:
```
10
Properties=species:S:1:pos:R:3
I -0.3688 2.4067 -0.4838
I 0.1405 -2.6036 -0.5568
I -2.6075 -0.3147 0.2411
O 1.6867 0.1105 -0.3056
O 0.2964 0.2173 1.4618
C 0.3609 0.2821 0.1132
C -0.5411 -0.5682 -0.6700
H -0.6374 -0.1183 -1.7487
H 2.3555 0.5984 0.3069
H -0.6853 -0.0101 1.6419
```

Molar mass: 439.8 g/mol

Atomic partial charges in e from the Mulliken method, atoms 1 to 5:
1 I -0.007
2 I 0.165
3 I 0.178
4 O -0.460
5 O -0.414


Entry b
Computed, not measured: a cluster of 2 separate species, C2H3I3O2 in total, with ωB97M-V/def2-TZVPD.

XYZ file:
```
10
Properties=species:S:1:pos:R:3
I -1.0051 0.0400 2.3999
I 0.1245 -0.2202 -2.5685
I -1.5459 2.2708 -0.2030
O 0.5744 -1.4994 0.1427
O 1.2625 0.6483 0.2269
C -1.0407 0.3451 0.2956
C 0.3139 -0.1738 -0.2419
H 2.0605 0.5874 -0.2101
H -2.2544 -0.5095 -0.2109
H 1.5103 -1.4887 0.3692
```

Molar mass: 439.8 g/mol

Atomic partial charges in e from the Mulliken method, atoms 1 to 5:
1 I 0.146
2 I -0.025
3 I 0.255
4 O -0.384
5 O -0.437


Energies in eV, measured from the most stable structure: entry a 0.000; entry b 1.621.